{
  "formula": "C39H68O7",
  "method": "ωB97M-V/def2-TZVPD",
  "symbols": ["O", "O", "O", "O", "O", "O", "O", "C", "C", "C", "C", "C", "C", "C", "C", "C", "C", "C", "C", "C", "C", "C", "C", "C", "C", "C", "C", "C", "C", "C", "C", "C", "C", "C", "C", "C", "C", "C", "C", "C", "C", "C", "C", "C", "C", "C", "H", "H", "H", "H", "H", "H", "H", "H", "H", "H", "H", "H", "H", "H", "H", "H", "H", "H", "H", "H", "H", "H", "H", "H", "H", "H", "H", "H", "H", "H", "H", "H", "H", "H", "H", "H", "H", "H", "H", "H", "H", "H", "H", "H", "H", "H", "H", "H", "H", "H", "H", "H", "H", "H", "H", "H", "H", "H", "H", "H", "H", "H", "H", "H", "H", "H", "H", "H"],
  "xyz": [[0.427959, 0.916862, 5.281467], [3.566496, 0.964438, 0.278034], [-0.473379, -0.332375, -2.472108], [4.063154, 4.050533, 5.141749], [-1.654965, -4.179576, -1.190251], [-3.305714, 2.931623, 0.995412], [-6.898359, -6.223594, -3.317807], [1.858171, 4.706031, -2.192651], [-1.825323, 1.897639, -0.678962], [4.670340, -1.107582, -1.982309], [-6.452518, -7.032550, -4.398003], [7.478757, 1.229239, -1.396187], [-1.999191, 2.434207, 0.732512], [-2.366784, -2.160568, 0.023896], [-7.791778, -5.167729, -3.646007], [-3.886140, -5.215638, -1.224667], [0.150282, 2.903063, -3.121395], [6.966745, 2.059160, -2.672936], [1.022414, 1.786776, -2.428839], [2.721911, 3.637274, -1.457135], [3.559771, 5.373549, 5.022424], [2.035674, -0.721582, -2.703601], [2.295661, 2.151712, -1.578434], [-9.082655, -5.643649, -4.289951], [-2.102604, -2.834509, -1.311984], [-5.699477, -6.257146, -5.466449], [3.499044, -2.678218, -3.792035], [5.357240, 3.343225, -0.921452], [-1.357674, -0.663776, 4.672003], [-2.538334, -5.081650, -0.537007], [3.421898, 3.308615, 2.884298], [0.563985, 4.416430, -3.012971], [3.992058, 4.142434, -0.636650], [2.140436, -1.915752, -3.679291], [1.224551, -0.379687, 7.214405], [0.335506, 0.733865, 6.688177], [3.321947, -0.343130, -1.865485], [-4.372086, 2.001243, 0.866581], [0.705373, 0.176451, -2.525667], [3.395204, 3.050844, 4.380264], [4.772366, -2.314067, -2.983514], [-4.251139, 0.807984, 1.799046], [2.109627, 5.512464, 5.455900], [3.132272, 0.943014, -0.898067], [5.539967, 2.819948, -2.422153], [0.075885, -0.199342, 4.474139], [0.644218, 1.678421, 7.145662], [4.176773, 5.238015, -0.962002], [-8.903327, -6.153685, -5.238413], [-4.468314, 1.679303, -0.175909], [-2.056080, 0.153255, 4.464848], [1.786869, 6.554246, 5.377423], [2.912925, 4.238397, 2.619861], [-1.724919, 1.679662, 1.476951], [-4.200350, 1.140604, 2.839865], [-2.490027, 1.053621, -0.870147], [-2.042894, -6.057075, -0.537197], [2.188208, 5.805374, -2.137191], [-1.540633, -0.998283, 5.694647], [2.368723, 2.925620, 4.739633], [-0.061346, 5.232253, -3.532409], [-6.325505, -5.496205, -5.935630], [-1.464909, -2.175611, 0.644520], [8.028323, 0.274649, -1.753047], [7.693123, 2.877749, -3.001301], [8.263418, 1.848822, -0.812472], [-7.293532, -7.583362, -4.830772], [5.599882, -0.787871, -1.384470], [5.767138, -2.877596, -3.082881], [2.269605, -0.188953, 6.954196], [1.440345, 4.909020, 4.840312], [-8.031526, -4.660149, -2.707171], [-3.157655, -2.662178, 0.585102], [1.218936, -2.186370, -4.300158], [5.445566, 3.689157, -3.180584], [-5.290392, 2.545281, 1.106332], [-2.062911, 2.672480, -1.414533], [-2.658391, -4.797644, 0.514039], [-0.775452, 2.573136, -3.695653], [6.654631, 0.878106, -0.689803], [-2.672461, -1.122189, -0.128145], [1.142282, -0.449458, 8.301815], [-3.755730, -5.542162, -2.260290], [3.573061, -3.544344, -4.549405], [3.702283, 5.742303, 4.001545], [2.929722, 2.492547, 2.350110], [3.803135, 4.190011, 0.496456], [-1.311188, -2.288151, -1.829318], [-3.352220, 0.221887, 1.599613], [3.909810, 2.107499, 4.584656], [-0.708144, 0.576840, 6.980523], [6.829843, 1.288102, -3.525501], [-4.835108, -5.746630, -5.030292], [-4.430192, -4.269446, -1.247147], [4.453667, 3.387735, 2.528193], [-4.507743, -5.947658, -0.703400], [-2.984580, -2.786108, -1.958892], [-5.350065, -6.932640, -6.251915], [4.180777, 6.001582, 5.666112], [1.987452, 5.182684, 6.492349], [0.202573, 0.116211, 3.435461], [0.781327, -1.020466, 4.635215], [-9.744796, -4.796421, -4.484522], [-1.312635, 3.272352, 0.876414], [6.217016, 4.098891, -0.735611], [5.467424, 2.545565, -0.114325], [0.955773, -1.351099, 6.794841], [-0.803149, 1.559124, -0.848962], [-7.286423, -4.427788, -4.275668], [-5.114446, 0.147600, 1.684856], [-5.781976, -7.781355, -3.969233], [-9.600028, -6.348156, -3.632589], [4.740978, 2.052703, -2.753370], [-1.583327, -1.498257, 4.002439]],
  "atomic_forces_ev_per_a": [[0.065, 0.183, -0.085], [-1.327, 0.162, -4.119], [5.523, 2.494, -0.600], [0.211, 0.041, 0.132], [0.121, -0.140, -0.022], [-0.072, 0.178, 0.070], [0.051, -0.029, 0.183], [-1.226, -2.221, -0.467], [-0.312, -0.039, 0.128], [-2.858, -1.049, -2.055], [0.028, 0.096, -0.056], [1.092, -0.055, -0.278], [0.028, -0.026, -0.177], [-0.025, -0.082, 0.124], [-0.020, -0.049, -0.044], [-0.037, 0.055, -0.071], [2.972, 0.653, 1.869], [-0.909, -0.012, 0.164], [1.012, 2.150, 0.317], [-2.682, -0.637, -1.400], [-0.090, -0.098, 0.045], [2.945, -1.524, -0.247], [-1.622, 1.865, -1.484], [-0.052, -0.130, -0.048], [0.109, 0.039, 0.019], [0.030, 0.139, -0.012], [0.128, 1.948, 1.470], [0.346, 0.651, 0.056], [-0.104, 0.053, 0.084], [-0.037, 0.058, -0.076], [-0.004, 0.064, -0.027], [2.314, -3.898, 1.858], [0.028, 0.593, -0.698], [2.623, 1.393, 2.336], [0.091, -0.103, -0.068], [0.029, -0.063, -0.005], [-0.137, -1.298, -1.541], [0.071, -0.025, 0.032], [-2.262, -0.720, -0.087], [-0.120, 0.050, -0.038], [-3.704, 2.457, 0.710], [0.104, -0.043, 0.102], [-0.112, -0.088, 0.018], [0.385, -0.367, 1.116], [0.129, -0.875, -0.448], [-0.098, -0.020, 0.046], [-0.022, -0.008, -0.251], [-0.487, -1.711, 0.430], [-0.015, 0.101, -0.017], [0.030, -0.100, 0.003], [0.082, -0.085, -0.032], [0.052, -0.073, 0.028], [-0.095, -0.044, 0.034], [0.008, -0.095, -0.020], [-0.049, 0.000, -0.085], [0.101, -0.051, -0.014], [0.125, 0.192, -0.073], [-0.451, -1.946, 0.021], [0.023, -0.080, -0.040], [-0.024, -0.013, -0.090], [1.271, -1.484, 1.027], [-0.011, -0.071, -0.056], [-0.049, 0.046, -0.093], [-0.820, 1.552, 0.544], [-0.632, -1.442, 0.529], [-1.457, -1.054, -0.726], [-0.023, 0.031, -0.080], [-1.873, -0.518, -1.002], [-1.880, 0.926, 0.050], [-0.087, 0.026, 0.047], [0.001, 0.069, -0.034], [0.180, -0.180, 0.000], [-0.063, 0.070, -0.019], [1.665, 0.271, 1.007], [0.144, -1.261, 1.340], [0.213, 0.128, -0.017], [0.075, -0.037, 0.113], [-0.085, 0.029, 0.011], [1.461, 0.536, 0.895], [1.057, 0.718, -0.992], [0.072, -0.097, -0.038], [0.004, 0.029, -0.072], [-0.021, -0.014, 0.099], [-0.209, 1.581, 1.413], [-0.085, 0.012, -0.058], [0.087, 0.046, 0.020], [0.078, -0.317, -1.822], [-0.066, -0.304, 0.070], [-0.083, -0.029, -0.035], [0.056, 0.203, 0.126], [0.000, -0.084, 0.019], [0.190, 1.543, 1.179], [-0.069, -0.096, -0.040], [-0.031, -0.059, 0.073], [-0.044, -0.080, 0.043], [0.037, 0.037, -0.064], [-0.103, 0.010, 0.061], [-0.015, 0.038, 0.090], [0.093, -0.213, -0.019], [0.041, 0.071, -0.096], [0.095, 0.165, 0.141], [-0.035, -0.062, 0.042], [0.052, -0.047, 0.032], [-0.215, 0.061, 0.090], [-1.343, -1.192, -0.200], [-0.142, 0.865, -1.418], [-0.053, 0.015, 0.086], [-0.230, 0.100, 0.184], [-0.040, -0.012, -0.078], [0.045, 0.049, 0.002], [-0.111, 0.126, 0.175], [0.039, 0.092, -0.024], [0.986, 1.302, 0.832], [0.030, 0.086, 0.021]],
  "smiles": "CCCCCc1cccc2c1C(=O)c1ccccc1C2=O.CCOCC.CCOCC.CCOCC.CCOCC.CCOCC",
  "gap_ev": 7.84
}